{
  "formula": "C46H118N19O5P5",
  "method": "the ωB97M-V functional and the def2-TZVPD basis",
  "de_lowest_kj_mol": 0.0,
  "spin_multiplicity": 1,
  "homo_lumo_gap_ev": 8.2,
  "homo_energy_ev": -8.07,
  "total_charge": 0,
  "e_tot_ha": -4947.10243,
  "elements": ["H", "N", "C", "H", "H", "H", "H", "C", "C", "N", "H", "H", "H", "C", "C", "H", "H", "C", "H", "H", "H", "H", "H", "O", "C", "H", "N", "C", "H", "H", "O", "H", "H", "H", "H", "H", "H", "H", "H", "C", "C", "H", "H", "H", "H", "H", "C", "H", "H", "C", "N", "C", "N", "H", "H", "H", "C", "C", "H", "H", "H", "O", "H", "P", "N", "N", "H", "N", "H", "H", "C", "C", "H", "H", "H", "C", "C", "C", "C", "C", "H", "C", "C", "C", "H", "H", "C", "H", "H", "N", "H", "N", "H", "P", "H", "C", "H", "C", "H", "H", "N", "H", "H", "H", "H", "H", "C", "C", "H", "H", "H", "C", "N", "P", "N", "C", "H", "C", "H", "N", "H", "H", "H", "H", "H", "H", "H", "H", "H", "H", "N", "N", "H", "H", "H", "H", "C", "H", "H", "O", "H", "H", "P", "C", "H", "H", "C", "C", "H", "P", "H", "C", "O", "H", "C", "H", "H", "N", "H", "H", "H", "C", "H", "H", "H", "H", "H", "H", "H", "C", "H", "H", "H", "H", "H", "C", "N", "H", "C", "H", "C", "C", "H", "H", "C", "H", "H", "H", "H", "H", "H", "H", "N"],
  "positions_angstrom": [[-0.9054, 4.6587, 2.7854], [-3.4232, -0.8158, -4.7361], [6.0452, 0.7293, 4.3197], [1.8330, 2.2645, 5.0447], [3.0834, 0.2326, -3.2367], [-0.3336, 2.1038, -1.8568], [2.2906, 1.7202, 0.8808], [-3.1932, 3.2199, 2.3679], [4.9461, 1.3468, 1.1699], [0.8201, 4.0114, -3.5442], [2.7223, 1.5270, -4.8918], [0.6796, 1.2426, -5.4272], [1.4484, -3.9382, 5.2035], [-0.9255, 1.2975, 6.7232], [3.1562, -5.4328, 3.6892], [-0.7631, 0.3494, 6.2163], [-0.7752, -3.8049, -6.9747], [-4.7168, -1.9484, 0.1870], [0.1132, 0.6912, -6.9856], [0.1676, 0.5766, -2.7212], [-2.1173, -1.3624, 3.0089], [3.9446, 2.6175, -5.5688], [-2.9554, -7.0241, -1.0595], [3.1293, -1.1455, 2.4412], [-1.8734, -4.5438, -1.2918], [5.1657, -0.9509, -5.1566], [-1.2128, 0.3586, -5.3386], [-0.2864, 5.0002, -0.3848], [-5.2554, 1.1544, 2.9300], [-4.8547, -3.0253, 0.0206], [-5.2817, 1.2506, 0.4806], [-1.5479, 4.3768, 5.4509], [-0.4312, 3.0882, 2.1470], [2.9965, -0.7853, 6.0964], [8.7553, 1.0169, -4.3255], [-1.8106, 3.7958, 7.1141], [4.8172, 2.1838, 0.4838], [-4.5247, -1.8580, 1.2556], [-7.4117, -1.2428, -1.6492], [0.1155, 0.4455, -5.9197], [2.8589, 1.8988, 4.9163], [-0.3115, 0.5600, 2.4170], [-3.2522, -1.8892, -2.9198], [-0.5316, -1.7713, -3.8249], [-7.3041, 1.2288, -1.9385], [-9.3112, -0.1574, 1.2674], [-7.0352, -1.6343, 2.5906], [1.8996, -1.2677, 4.7952], [1.5638, -0.4381, 0.1105], [-1.0797, -6.5822, -0.0394], [-0.4650, -6.2346, 4.4044], [-0.3934, 0.3610, 3.4922], [6.9963, 2.3864, -3.2432], [8.7110, -0.7639, -4.0530], [2.6881, -6.4135, 3.5380], [3.3980, -5.3692, 4.7509], [8.3224, 0.0703, -4.6387], [-6.3351, -1.3958, -1.5624], [-7.3520, -2.1677, 1.6989], [-0.4392, 0.9945, 0.2723], [-3.7591, -0.1976, -2.7375], [-2.7845, -0.7088, -7.2491], [0.7241, -1.4068, -1.1496], [6.1774, 1.6213, -4.4815], [-6.5534, -0.3156, 2.1874], [-1.2725, 2.3046, 5.7312], [-3.8622, -1.6654, -0.4344], [-1.7627, 0.4648, 3.9409], [1.5000, 0.1266, 5.8485], [-6.8214, 1.1372, 3.7641], [2.2129, -4.3333, 3.2481], [6.7280, 3.8058, -3.0999], [-8.7404, -1.2622, -0.0175], [6.1684, -1.7167, 2.3704], [-3.4867, -0.7262, 4.0249], [2.7003, 2.1499, 1.8019], [-1.2049, 3.6779, 6.2056], [1.0483, -4.1180, 4.1960], [0.1673, 1.1374, -1.7881], [-4.7985, -1.1157, -5.0915], [-0.8341, -3.4504, -4.1433], [-0.3876, 0.3527, -0.6127], [1.1754, 5.1263, 0.0353], [-6.0612, 0.5174, 3.2837], [-9.7420, 0.1689, -0.3617], [0.0090, -0.6207, 3.7402], [-0.4818, -2.5254, -4.6090], [-5.4529, -0.3745, -4.6173], [0.4590, -3.2324, 3.9622], [2.8467, 0.5458, 4.3891], [1.5883, 6.0700, -0.3242], [3.8982, 1.3898, 2.1881], [7.5952, 0.6592, -2.2021], [-2.2339, -0.8104, -5.8919], [4.0594, -5.4868, 3.0821], [-3.1307, -0.8784, -3.3283], [-2.6538, 1.4436, -4.3183], [-2.5011, -7.1120, -0.0721], [2.9929, 3.1882, 1.6458], [-2.1998, -4.1102, -5.9380], [-1.3452, -2.2050, -5.7352], [4.6254, -0.6079, -3.3225], [-8.8345, 1.8429, -1.2892], [1.2271, 5.1798, 1.1252], [4.8892, 0.4325, 0.5675], [-4.9267, -0.9969, -6.1645], [6.2321, -0.9215, -5.3565], [0.0806, -1.7106, 0.7460], [-0.5907, 3.9509, -0.3096], [-0.1790, 3.9178, 6.5071], [0.6872, -0.4584, -5.7055], [5.8755, -1.6123, 3.4179], [-2.6041, -4.1206, -2.0703], [-6.2710, 0.1745, 0.6340], [-2.1766, 3.0912, 3.4027], [-0.5589, 5.4210, -1.8347], [-1.9877, 2.2891, -5.7623], [-1.6783, -3.3623, -6.5479], [-3.1531, -6.6344, 0.6618], [-0.3015, -2.4412, 1.5411], [-0.6058, -6.8253, 0.9127], [-3.2519, 2.3405, 1.7177], [-1.0391, 2.1150, -4.2463], [-7.3337, 2.5372, -0.7473], [-5.0710, -2.1237, -4.7652], [-2.1114, -0.5620, -3.1052], [6.6086, -1.8870, -5.0079], [-6.2723, -2.1586, 3.1698], [-0.9725, 5.5544, 0.2558], [5.9321, 1.4446, 1.6229], [-5.9468, -1.2503, -0.1682], [6.8579, 0.1116, -4.5209], [1.9604, 2.0934, 2.5926], [-1.7658, 1.1558, 7.4154], [7.0773, 0.3978, 4.4158], [5.6729, 3.9961, -2.8623], [-1.7634, 1.6431, -4.9104], [5.6389, 1.0405, 5.2853], [6.1052, 1.6477, 3.7199], [-3.7564, 1.7236, 4.9632], [6.7513, -1.7504, 4.0496], [6.4469, -0.7758, -6.4151], [-2.3509, 1.8971, 4.5495], [-8.9234, -0.2173, 0.2451], [1.7417, 4.2613, -0.3010], [-2.4933, -8.1775, 0.1676], [2.2983, -0.4092, 5.3360], [4.1548, 0.3425, -3.0764], [3.4560, 2.5653, 4.3001], [3.7539, 0.0149, 3.1001], [0.0564, -4.8117, -0.6177], [0.5961, -0.7763, -0.2608], [6.2560, 2.4059, -5.7126], [-0.0512, 1.6060, 7.2954], [0.2222, 4.6358, -2.7895], [-1.1649, -4.5460, 0.6272], [4.3947, 0.5439, -2.0294], [-7.7713, 0.6527, 0.0768], [3.3397, 1.9307, 5.9051], [-5.8415, -0.6871, -2.2294], [1.1867, 1.4774, -1.5625], [-0.9495, -5.0869, -0.2972], [-4.1715, 3.3160, 2.8424], [8.6031, -0.0625, -5.6887], [0.2260, 1.1069, 3.9908], [-3.2210, -0.0669, 2.4639], [-0.1418, 3.4982, 3.8267], [-5.5849, -0.1049, 4.0441], [0.5565, -2.6219, -4.9452], [-7.8038, 1.5973, -1.0363], [8.1403, 2.1566, -1.5081], [6.4345, 1.6644, -1.3227], [-0.3782, 6.4848, -1.9937], [6.9985, 4.3168, -4.0208], [-3.0429, 4.1132, 1.7637], [-2.6840, -0.4920, 3.3266], [4.6051, 1.4233, -3.9581], [-0.4995, -7.1475, -0.7761], [3.5596, 2.1820, -4.6485], [-1.6058, 5.2340, -2.0889], [0.1787, -5.2897, 4.3148], [7.2900, 1.6859, -2.0111], [1.8112, -4.4875, 2.2428], [2.7399, -3.3783, 3.1671], [-0.8758, 3.5874, 3.0240], [-1.3836, -0.0605, -0.7701], [5.1877, -2.4181, 3.6745], [-2.3515, -3.0498, -7.3427], [-6.1603, -2.4271, -1.8693], [7.3508, 4.1748, -2.2848], [3.1996, 3.0265, -4.0569], [-7.9172, -1.4961, 3.2249], [5.2744, -0.3003, 3.6530]],
  "forces_ev_per_a": [[-0.247, -0.057, -0.035], [-0.213, 0.468, -0.222], [0.208, 0.541, -0.385], [0.037, 0.137, -0.124], [-0.064, -0.044, 0.332], [-0.444, -0.295, -0.539], [-0.226, 0.260, -0.039], [-0.734, -0.416, 0.276], [-0.185, 0.037, -0.142], [0.030, -0.066, 0.008], [-0.028, 0.042, 0.008], [-0.273, 0.098, 0.067], [-0.038, -0.038, -0.048], [-0.753, 0.001, -0.017], [-0.402, -0.889, -0.346], [0.170, -0.046, 0.125], [-0.022, -0.052, -0.039], [-0.334, -0.766, -0.088], [-0.012, -0.253, -0.052], [-0.125, 0.151, -0.127], [-0.118, -0.166, 0.092], [0.107, -0.210, -0.024], [0.024, 0.184, 0.006], [0.124, -0.467, -0.070], [-0.017, -0.219, -0.125], [-0.151, 0.167, -0.391], [0.364, 0.245, 0.345], [-0.197, -0.480, -0.315], [-0.205, 0.194, -0.045], [-0.063, 0.097, -0.097], [0.388, 0.382, 0.069], [-0.028, 0.012, -0.004], [-0.212, -0.081, 0.005], [0.205, 0.237, -0.132], [0.050, -0.096, 0.217], [-0.124, 0.111, -0.159], [-0.038, 0.081, 0.065], [0.240, 0.347, -0.079], [0.033, 0.103, -0.106], [0.486, 0.244, 0.238], [0.541, -0.060, 0.484], [0.148, -0.269, -0.053], [-0.059, 0.044, -0.050], [0.081, 0.171, -0.166], [-0.062, 0.015, -0.037], [0.258, -0.237, 0.068], [-0.411, 0.891, -0.203], [-0.084, 0.018, 0.087], [0.057, 0.147, -0.193], [0.194, -0.661, -0.431], [-0.146, -0.164, -0.031], [0.049, 0.388, -0.023], [0.662, -0.561, -0.093], [0.125, 0.042, 0.021], [-0.072, 0.086, 0.190], [0.191, 0.156, -0.041], [-0.298, 0.080, -0.326], [-0.564, 0.006, 0.243], [0.205, -0.335, 0.138], [-0.223, 0.118, -0.117], [-0.165, -0.027, -0.229], [-0.320, 0.105, -0.347], [0.367, 0.209, -0.036], [-0.288, -0.006, 0.676], [0.687, -0.121, 0.383], [0.772, 0.346, -0.409], [0.093, 0.283, 0.253], [0.059, -0.110, 0.372], [-0.190, -0.373, 0.120], [-0.144, -0.090, -0.080], [0.171, 0.734, -0.506], [0.063, -0.154, 0.002], [-0.030, -0.018, -0.004], [0.085, -0.189, 0.042], [0.250, -0.324, 0.151], [0.601, -0.623, -0.053], [-0.034, -0.227, 0.737], [0.078, 0.028, 0.929], [0.162, 0.780, 0.690], [0.130, 0.457, 0.050], [0.219, -0.100, -0.034], [0.784, -0.124, 0.616], [-0.607, 0.378, 0.436], [0.455, -0.044, -0.069], [0.083, -0.150, -0.213], [0.032, -0.059, -0.290], [-0.363, 0.068, -0.033], [-0.107, -0.196, 0.109], [-0.093, -0.122, -0.339], [0.077, 0.411, 0.039], [0.244, -0.165, -0.173], [0.108, 0.474, 0.071], [-0.170, -0.024, -0.087], [-0.114, -0.765, 0.484], [0.125, 0.330, 0.135], [0.117, -0.092, 0.679], [-0.170, 0.242, -0.195], [-0.198, -0.378, 0.217], [-0.139, 0.045, -0.092], [0.113, -0.098, -0.044], [0.570, 0.084, 0.031], [0.048, -0.047, 0.025], [-0.060, -0.154, 0.024], [0.102, -0.188, -0.005], [0.142, -0.004, 0.023], [0.055, -0.224, -0.031], [0.058, 0.091, 0.878], [0.176, 0.423, -0.053], [-0.037, 0.050, 0.174], [0.033, 0.026, -0.215], [-0.114, -0.120, -0.410], [-0.040, -0.028, -0.128], [-0.018, 0.027, -0.021], [-1.050, -0.493, 0.233], [0.546, 0.656, 0.202], [-0.252, -0.155, -0.003], [-0.070, 0.133, 0.095], [-0.278, 0.199, 0.074], [0.046, 0.130, -0.048], [-0.195, -0.268, 0.214], [-0.085, 0.228, 0.109], [0.085, 0.126, -0.170], [0.050, 0.186, -0.179], [0.159, -0.105, 0.002], [-0.162, 0.004, -0.057], [0.063, -0.032, -0.255], [0.147, -0.022, -0.272], [0.013, -0.224, -0.146], [0.159, 0.145, 0.057], [0.053, -0.155, -0.072], [0.150, -0.094, 0.069], [0.253, -0.315, 0.028], [-0.151, 0.011, -0.064], [0.164, -0.031, 0.137], [-0.059, -0.104, 0.292], [0.027, 0.136, 0.035], [0.062, -0.412, 0.181], [0.048, -0.307, 0.128], [-0.130, -0.091, -0.009], [-0.054, 0.094, -0.220], [0.052, 0.206, -0.001], [-0.089, -0.051, -0.079], [-0.639, -0.548, -0.259], [-0.380, 0.410, 0.355], [0.235, 0.179, -0.168], [0.002, 0.033, 0.026], [-0.153, -0.100, -0.243], [0.389, 0.424, -0.244], [-0.238, 0.047, -0.197], [-0.603, 0.433, 0.626], [0.058, -0.018, 0.163], [-0.650, -0.893, -0.134], [-0.126, 0.610, -0.626], [0.122, -0.002, -0.108], [0.127, 0.246, -0.084], [0.145, 0.075, -0.031], [-0.317, 0.036, 0.091], [0.219, 0.115, -0.559], [-0.140, -0.085, 0.009], [0.161, -0.175, -0.098], [0.137, -0.446, -0.107], [-0.125, 0.356, 0.316], [0.031, -0.035, -0.046], [0.056, -0.090, 0.037], [-0.055, -0.032, 0.080], [0.357, -0.075, -0.164], [-0.169, -0.173, 0.062], [-0.230, -0.069, 0.057], [0.025, -0.190, 0.140], [0.061, 0.295, -0.003], [-0.139, 0.146, 0.035], [0.044, 0.029, 0.089], [0.143, -0.023, -0.029], [-0.125, 0.095, 0.005], [0.256, 0.039, 0.047], [-0.549, 0.650, 0.025], [-0.072, -0.522, -0.623], [-0.026, 0.173, -0.110], [0.056, 0.294, 0.016], [-0.018, 0.101, 0.096], [0.062, 0.197, -0.152], [0.041, -0.039, 0.180], [0.103, -0.263, 0.016], [-0.015, -0.012, 0.099], [0.687, 0.237, -0.224], [-0.013, 0.061, -0.172], [-0.094, 0.062, -0.141], [0.134, -0.041, -0.118], [0.266, 0.066, -0.129], [-0.044, 0.156, -0.026], [-0.159, -0.197, 0.167], [0.036, -0.165, 0.083], [0.159, -0.387, -0.130]],
  "mulliken_charge": [0.462, 0.386, -0.927, -0.082, 0.149, 0.150, 0.112, -1.067, -1.569, -0.439, 0.000, 0.246, 0.440, -1.157, -1.580, 0.306, 0.364, -0.529, 0.381, -0.338, 0.454, 0.453, 0.329, -0.971, 0.114, 0.316, 0.634, 0.258, -0.200, 0.429, -1.004, 0.338, -0.418, 0.321, 0.444, 0.332, 0.661, 0.135, 0.397, -1.004, -0.997, -0.337, 0.486, -0.097, 0.188, 0.239, -1.089, 0.014, -0.078, -0.578, -0.544, 0.544, 0.168, 0.321, 0.441, 0.358, -1.274, -1.180, 0.387, -1.030, 0.117, -0.922, 0.579, 0.543, 0.343, 0.695, -0.175, 0.269, 0.152, 0.303, 1.015, -0.945, 0.346, 0.291, 0.227, 0.051, -1.095, 0.632, -0.625, -0.994, 0.355, 1.755, -0.990, -0.774, 0.322, 0.153, -0.766, 0.238, -0.655, 0.580, 0.441, 0.420, 0.283, 0.253, 0.416, -0.291, 0.251, -1.215, 0.423, 0.312, 0.442, 0.420, 0.391, 0.304, 0.438, 0.380, -1.100, -0.545, -0.162, 0.340, 0.230, -0.893, -0.465, 0.579, 0.237, -0.844, 0.318, -1.118, 0.294, 0.032, 0.297, 0.253, -0.126, 0.220, 0.243, -0.413, 0.403, 0.360, 0.396, 0.127, 0.571, 0.177, -0.486, 0.320, 0.407, 0.245, -0.510, 0.176, 0.308, -0.875, 0.379, 0.322, -0.057, -0.904, 0.142, 0.395, -0.896, -0.499, 0.388, 0.424, 0.272, 0.038, -0.931, 0.356, 0.258, -0.107, -0.199, 0.130, 0.423, 0.134, 0.145, 0.272, 0.327, 0.384, -0.289, 0.198, 0.086, 0.353, 0.336, -0.786, 0.485, 0.292, 0.432, 0.299, 0.438, -1.029, 0.604, 0.322, -0.891, 0.352, -0.035, -1.118, -0.025, -0.430, -0.094, 0.057, 0.159, 0.317, 0.420, 0.356, 0.317, 0.364, 0.359]
}